[1]
{"formula": "C33H53BCsF6IN7O2", "method": "ωB97M-V/def2-TZVPD", "e_lumo_ev": 1.8, "charge": -1, "symbols": ["Cs", "C", "C", "C", "C", "C", "C", "C", "C", "C", "N", "N", "B", "N", "N", "C", "C", "C", "C", "C", "C", "C", "C", "C", "N", "N", "C", "C", "C", "C", "C", "C", "C", "C", "C", "H", "H", "H", "H", "H", "H", "H", "H", "H", "H", "H", "H", "H", "H", "H", "H", "H", "H", "H", "H", "H", "H", "H", "H", "H", "H", "H", "H", "H", "H", "H", "H", "H", "H", "H", "H", "H", "H", "H", "H", "H", "H", "H", "H", "H", "H", "C", "C", "O", "C", "F", "F", "F", "C", "F", "F", "F", "H", "H", "H", "N", "C", "O", "C", "I", "H", "H", "H", "H"], "positions_angstrom": [[1.27432, -1.21058, -0.43030], [3.08841, 4.40026, 0.10597], [3.15273, 2.91009, 0.55052], [3.47519, 1.99246, -0.63180], [1.82935, 2.59624, 1.19622], [1.25747, 3.33049, 2.27344], [0.00230, 2.81913, 2.45895], [-0.97393, 3.35391, 3.45119], [-0.35770, 3.65827, 4.82681], [-1.64787, 4.64441, 2.93992], [-0.15750, 1.80712, 1.55570], [0.95306, 1.68877, 0.77650], [-1.52321, 1.16074, 1.14824], [-1.58904, -0.39138, 1.40921], [-1.62350, -1.24400, 0.36567], [-1.76662, -2.46296, 0.87212], [-1.89928, -2.39835, 2.26011], [-1.80592, -1.04999, 2.57290], [-2.01717, -0.53592, 3.96817], [-0.81056, 0.12823, 4.55718], [-3.28493, 0.31751, 4.12342], [-1.85808, -3.70777, 0.03903], [-3.16547, -4.41465, 0.35948], [-1.80234, -3.55532, -1.46936], [-1.78952, 1.41403, -0.34807], [-1.00780, 0.87266, -1.31320], [-1.53867, 1.19431, -2.46270], [-2.67905, 1.97500, -2.27653], [-2.80801, 2.10216, -0.91469], [-3.79471, 2.86674, -0.13784], [-4.18915, 4.17878, -0.79933], [-4.99471, 2.02784, 0.24467], [-0.95114, 0.66903, -3.73444], [-0.37535, 1.77169, -4.59189], [-2.00387, -0.13952, -4.53598], [4.02810, 4.66423, -0.39028], [2.88743, 5.08473, 0.96287], [2.28652, 4.55177, -0.61377], [3.97646, 2.83103, 1.30031], [2.63699, 1.90590, -1.31936], [3.72690, 0.95395, -0.27837], [4.29083, 2.38371, -1.20681], [1.78608, 4.15939, 2.76181], [-1.72694, 2.60341, 3.61286], [0.35791, 4.49119, 4.79726], [0.15178, 2.79506, 5.25495], [-1.16150, 3.99343, 5.48611], [-0.89916, 5.41364, 2.68800], [-2.31139, 5.01505, 3.70733], [-2.21593, 4.44532, 2.01327], [-2.37512, 1.71368, 1.78686], [-2.11614, -3.16834, 3.00499], [-2.18262, -1.44632, 4.53680], [-0.35294, 0.84268, 3.88319], [-0.00268, -0.57244, 4.80555], [-0.96975, 0.66404, 5.48271], [-3.19581, 1.31013, 3.68442], [-3.49100, 0.46620, 5.17914], [-4.15422, -0.19241, 3.67175], [-0.99512, -4.34476, 0.37840], [-3.98845, -3.80017, 0.00778], [-3.28192, -4.55738, 1.43756], [-3.22330, -5.42374, -0.10009], [-2.71347, -3.04828, -1.81850], [-1.79653, -4.54653, -1.93809], [-0.95983, -2.96621, -1.84197], [-3.37006, 2.38482, -3.02956], [-3.28705, 3.10085, 0.80878], [-4.63724, 3.96720, -1.77063], [-3.29736, 4.80120, -0.97795], [-4.89434, 4.73073, -0.19969], [-5.53953, 1.65258, -0.62539], [-5.70643, 2.59275, 0.89007], [-4.66452, 1.18705, 0.85966], [-0.14866, -0.05214, -3.47909], [-1.14633, 2.50974, -4.80381], [0.05923, 1.40053, -5.53045], [0.45891, 2.25036, -4.03326], [-2.79263, 0.52852, -4.85729], [-2.45387, -0.92491, -3.93094], [-1.50157, -0.59878, -5.40962], [4.22738, -2.90475, -3.37828], [4.83433, -2.15043, -2.17984], [3.97441, -1.68220, -1.29788], [5.68987, -1.03415, -2.83298], [4.90379, -0.24510, -3.55384], [6.61670, -1.55901, -3.68260], [6.31301, -0.23640, -1.96157], [5.89188, -3.12059, -1.51203], [6.65865, -2.56078, -0.52955], [6.73640, -3.77430, -2.39406], [5.18204, -4.09077, -0.89892], [3.55309, -2.23915, -3.89977], [3.60644, -3.75091, -3.06089], [5.01760, -3.23322, -4.08310], [2.25197, -6.06210, 0.37035], [2.37070, -5.67691, -0.92415], [1.68576, -4.83606, -1.46941], [3.43993, -6.45739, -1.69020], [2.57291, -8.23856, -2.48189], [1.71940, -5.47466, 1.01450], [3.00965, -6.57902, 0.78887], [4.28725, -6.76277, -1.07066], [3.74531, -5.85260, -2.52890]], "mulliken_charge": [1.19, -1.39, 0.64, -0.96, -0.31, -0.38, -0.68, 2.16, -1.88, -1.51, 1.14, -0.65, 0.52, 1.29, -0.99, -0.27, -0.43, -0.26, 0.33, -1.51, -1.28, 1.03, -1.54, -1.45, 0.17, 0.29, -0.07, -0.07, -0.28, 1.88, -1.78, -1.48, 0.49, -1.49, -1.43, 0.42, 0.35, 0.27, 0.28, 0.12, 0.02, 0.44, 0.31, -0.94, 0.37, 0.34, 0.44, 0.33, 0.52, 0.19, -0.54, 0.39, 0.54, 0.30, 0.40, 0.39, 0.04, 0.44, 0.33, -0.16, 0.35, 0.38, 0.38, 0.36, 0.47, 0.21, 0.27, -1.22, 0.37, 0.37, 0.44, 0.31, 0.37, 0.31, 0.02, 0.31, 0.44, 0.28, 0.31, 0.23, 0.43, -1.63, 1.15, -0.94, 0.51, -0.27, -0.31, -0.25, 0.49, -0.27, -0.30, -0.22, 0.44, 0.07, 0.39, -0.33, 0.65, -0.47, -0.93, 0.02, 0.24, 0.21, 0.49, 0.27]}


[2]
{"formula": "C33H53BFeN8S4", "method": "ωB97M-V/def2-TZVPD", "multiplicity": 5, "e_lumo_ev": [-5.6, -5.8], "charge": 2, "symbols": ["Fe", "C", "C", "C", "C", "N", "N", "B", "N", "N", "C", "C", "C", "C", "C", "S", "C", "C", "C", "C", "N", "N", "C", "C", "C", "C", "C", "S", "C", "C", "C", "C", "C", "S", "C", "C", "C", "C", "H", "H", "H", "H", "H", "H", "H", "H", "H", "H", "H", "H", "H", "H", "H", "H", "H", "H", "H", "H", "H", "H", "H", "H", "H", "H", "H", "H", "H", "H", "H", "H", "H", "H", "H", "H", "H", "H", "H", "C", "C", "N", "C", "C", "S", "C", "C", "N", "H", "H", "H", "H", "H", "H", "H", "H", "H", "H", "H", "H", "H", "H"], "positions_angstrom": [[0.56049, -2.76331, 0.23918], [5.17856, -1.12472, 2.32573], [4.15624, -0.22151, 1.70600], [4.47572, 0.99959, 1.22391], [3.50477, 1.83826, 0.61412], [2.26471, 1.45419, 0.51235], [1.94563, 0.21619, 0.98309], [0.45992, -0.00943, 0.72035], [0.01767, -0.41219, -0.79971], [-1.18289, 0.17255, -1.06925], [-1.72463, 0.02511, -2.23544], [-1.07472, -0.71913, -3.25556], [0.12521, -1.29360, -3.02702], [0.84354, -2.05053, -4.10715], [0.70277, -1.14624, -1.71397], [2.20571, -1.86446, -1.32906], [-3.05740, 0.70516, -2.49801], [-3.53927, 1.45893, -1.26464], [-2.87721, 1.69891, -3.65605], [-4.08080, -0.37265, -2.88144], [-0.52723, 1.13650, 1.18704], [-0.68431, 2.41115, 0.83426], [-1.72481, 3.01342, 1.38573], [-2.58682, 2.33724, 2.28916], [-2.41813, 1.02430, 2.61930], [-3.29498, 0.23908, 3.54360], [-1.31145, 0.44866, 1.99152], [-0.50872, -1.11772, 2.07985], [-2.02338, 4.46669, 1.03661], [-1.85638, 5.30300, 2.31438], [-3.47209, 4.57513, 0.53427], [-1.09008, 4.99927, -0.04267], [2.80286, -0.65867, 1.54325], [2.36934, -2.25993, 1.97853], [3.90690, 3.19394, 0.05958], [4.93581, 2.97139, -1.05789], [4.53398, 4.02596, 1.18780], [2.69476, 3.92694, -0.48953], [6.13556, -0.61434, 2.40846], [5.30616, -2.02661, 1.72561], [4.86375, -1.45037, 3.31781], [5.50189, 1.34130, 1.27766], [-1.54365, -0.81324, -4.22710], [0.55588, -1.65971, -5.08155], [0.57769, -3.11037, -4.08946], [1.92353, -1.98225, -4.00203], [-2.81087, 2.20944, -0.95518], [-3.71624, 0.78720, -0.42129], [-4.47751, 1.96344, -1.49997], [-2.12074, 2.44921, -3.41733], [-3.82046, 2.21504, -3.83867], [-2.59112, 1.20529, -4.58671], [-4.22663, -1.08732, -2.06805], [-3.78869, -0.92683, -3.77538], [-5.04201, 0.09739, -3.09347], [-3.42082, 2.88448, 2.71069], [-4.05269, 0.87341, 3.99793], [-2.70630, -0.21786, 4.34092], [-3.79954, -0.56373, 3.00243], [-2.57212, 5.02240, 3.09017], [-2.02327, 6.35531, 2.08186], [-0.84845, 5.20393, 2.72243], [-4.20329, 4.24188, 1.27275], [-3.62379, 4.00241, -0.38176], [-3.69363, 5.61979, 0.31429], [-0.06402, 5.05557, 0.30635], [-1.41023, 6.00584, -0.31359], [-1.10511, 4.38017, -0.94199], [5.84129, 2.47897, -0.69815], [5.23375, 3.93433, -1.47472], [4.51651, 2.36861, -1.86623], [5.43799, 3.56817, 1.59299], [3.82996, 4.17632, 2.00886], [4.81297, 5.00633, 0.79999], [2.21680, 3.38081, -1.30455], [3.00375, 4.90562, -0.85918], [1.94946, 4.06574, 0.28902], [0.82982, -5.37119, 2.04504], [1.06177, -5.95483, 0.66250], [1.36631, -4.88631, -0.30348], [0.95320, -5.20112, -1.67484], [-0.57193, -5.12111, -1.85540], [-1.43032, -3.87219, -0.83950], [-2.04869, -4.88868, 0.55184], [-1.52058, -4.51005, 1.93556], [-0.07993, -4.20782, 1.99081], [1.77803, -5.01782, 2.45393], [0.44447, -6.13851, 2.72195], [0.16667, -6.47420, 0.32185], [1.85794, -6.70103, 0.69172], [2.36190, -4.68946, -0.29336], [1.27924, -6.19954, -1.98067], [1.44208, -4.48098, -2.32895], [-1.06482, -6.06754, -1.63874], [-0.80936, -4.88708, -2.89241], [-1.82976, -5.92184, 0.29517], [-3.13274, -4.78836, 0.55373], [-1.78572, -5.31387, 2.62969], [-2.03906, -3.61233, 2.27227], [0.07643, -3.66737, 2.83520]], "mulliken_charge": [0.37, -1.81, 0.25, -0.46, 0.17, -0.47, 0.87, 0.27, 0.71, -0.69, 0.02, -0.56, -0.35, -1.66, 0.98, -0.26, 2.05, -1.41, -1.76, -1.79, 0.39, -0.69, 0.00, -0.07, -0.19, -1.82, 0.57, -0.35, 2.27, -1.81, -1.45, -1.62, 0.84, -0.51, 2.08, -1.69, -1.66, -1.89, 0.42, 0.37, 0.38, 0.39, 0.59, 0.51, 0.15, 0.45, -0.34, 0.22, 0.76, 0.32, 0.47, 0.38, 0.35, 0.37, 0.47, 0.45, 0.42, 0.39, 0.32, 0.34, 0.47, 0.39, 0.39, 0.24, 0.51, 0.33, 0.49, 0.21, 0.36, 0.46, 0.34, 0.34, 0.35, 0.48, 0.29, 0.55, 0.22, -1.04, -0.63, -0.28, -0.81, -0.92, 0.12, -0.79, -0.83, -0.05, 0.30, 0.48, 0.31, 0.46, 0.29, 0.41, 0.36, 0.55, 0.49, 0.38, 0.63, 0.44, 0.25, 0.40]}


Energy above the lowest of the compared OMol25 structures with the same formula, charge and spin for the records above, in order: 0.0 0.0 kcal/mol